The following is a DFT calculation (ωB97M-V/def2-TZVPD) of a cluster of 14 separate species, C49H91Cl10F15O22 in total at a distorted geometry.

* HOMO: -9.52 eV
* HOMO-LUMO gap: 9.96 eV
* F_max: 3.9 eV/Å

```
! RIJCOSX wB97M-V def2-TZVPD def2/J DEFGRID3
* xyz 0 1
C -23.261 -27.151 12.024
O -23.130 -25.806 12.541
C -21.831 -25.233 12.165
C -21.899 -23.726 12.090
O -22.928 -23.314 11.254
C -23.257 -21.923 11.262
C -24.221 -21.664 10.088
O -23.444 -21.376 8.958
C -24.308 -21.219 7.873
H -24.126 -27.538 12.572
H -22.441 -27.691 12.398
H -23.266 -27.177 10.886
H -21.449 -25.613 11.208
H -21.094 -25.483 13.005
H -20.927 -23.379 11.746
H -22.000 -23.292 13.117
H -22.334 -21.259 11.136
H -23.805 -21.793 12.286
H -24.932 -20.724 10.333
H -24.997 -22.495 9.954
H -24.945 -20.314 7.989
H -25.077 -22.022 7.898
H -23.812 -21.311 6.860
C -27.548 -21.708 12.687
O -26.266 -21.269 13.126
C -25.997 -21.388 14.520
C -24.731 -20.617 14.838
O -24.943 -19.210 15.110
C -25.019 -18.366 13.968
C -24.804 -16.898 14.341
O -23.550 -16.669 14.914
C -23.316 -16.933 16.295
H -27.325 -22.098 11.666
H -28.201 -20.806 12.640
H -28.031 -22.506 13.286
H -25.851 -22.405 14.698
H -26.879 -21.024 15.067
H -24.061 -20.806 13.959
H -24.372 -21.072 15.800
H -25.960 -18.557 13.509
H -24.221 -18.709 13.310
H -25.534 -16.551 15.115
H -24.836 -16.334 13.348
H -24.290 -17.041 16.794
H -22.674 -16.071 16.668
H -22.809 -17.892 16.352
C -19.539 -8.999 14.695
O -19.996 -9.969 13.762
C -19.276 -11.199 13.959
C -19.413 -12.001 12.658
O -19.120 -11.365 11.383
C -17.790 -11.575 10.940
C -16.699 -10.880 11.679
O -16.452 -11.545 12.863
C -15.613 -10.758 13.656
H -19.731 -9.330 15.728
H -20.112 -8.008 14.568
H -18.513 -8.673 14.536
H -19.672 -11.752 14.764
H -18.222 -10.989 14.234
H -20.451 -12.199 12.503
H -18.888 -12.955 12.719
H -17.679 -11.174 9.949
H -17.522 -12.645 10.899
H -16.938 -9.821 11.860
H -15.773 -10.900 11.044
H -14.747 -10.416 13.111
H -15.335 -11.399 14.491
H -16.091 -9.820 13.972
C -24.821 -18.091 10.531
O -24.985 -16.690 10.686
C -24.511 -16.115 9.503
C -24.878 -14.657 9.387
O -24.185 -13.764 10.266
C -22.905 -13.538 10.013
C -22.352 -12.411 10.804
O -23.156 -11.317 10.387
C -22.550 -10.056 10.671
H -23.766 -18.364 10.337
H -25.451 -18.418 9.676
H -25.226 -18.638 11.424
H -24.955 -16.571 8.592
H -23.430 -16.235 9.351
H -25.943 -14.620 9.666
H -24.729 -14.325 8.382
H -22.742 -13.317 8.983
H -22.220 -14.370 10.313
H -21.274 -12.238 10.547
H -22.324 -12.580 11.900
H -21.801 -10.238 11.439
H -23.304 -9.306 11.090
H -21.986 -9.643 9.805
C -21.956 -3.596 14.239
C -22.294 -4.967 13.529
O -23.682 -5.066 13.512
C -24.286 -5.881 12.643
O -23.823 -6.737 11.908
C -25.810 -5.465 12.638
F -26.390 -5.705 13.790
F -25.912 -4.182 12.441
F -26.456 -6.111 11.618
H -22.348 -3.542 15.275
H -22.303 -2.655 13.752
H -20.876 -3.646 14.234
H -21.794 -5.821 13.995
H -21.828 -4.945 12.540
C -20.734 -20.046 15.162
C -21.492 -19.396 14.019
O -20.916 -18.069 13.914
C -20.957 -17.364 12.850
O -21.332 -17.661 11.731
C -20.437 -15.920 13.103
F -20.075 -15.698 14.365
F -19.372 -15.592 12.322
F -21.370 -14.981 12.796
H -20.928 -19.625 16.180
H -19.658 -20.018 14.956
H -21.039 -21.105 15.306
H -22.556 -19.253 14.180
H -21.360 -19.921 13.109
C -24.818 -10.508 7.256
C -24.267 -9.319 6.559
O -23.716 -8.455 7.568
C -22.985 -7.526 7.007
O -22.720 -7.418 5.845
C -22.538 -6.467 8.087
F -22.358 -7.117 9.214
F -21.424 -5.867 7.763
F -23.533 -5.550 8.320
H -24.916 -11.355 6.552
H -25.894 -10.345 7.638
H -24.215 -10.774 8.128
H -25.107 -8.848 6.152
H -23.455 -9.462 5.846
C -20.544 -12.638 7.320
C -20.836 -14.041 6.927
O -21.551 -14.020 5.646
C -22.587 -14.844 5.455
O -22.908 -15.801 6.078
C -23.402 -14.388 4.251
F -24.183 -15.382 3.793
F -24.155 -13.390 4.555
F -22.609 -13.956 3.256
H -20.018 -12.604 8.296
H -21.475 -12.123 7.469
H -19.955 -12.166 6.584
H -21.412 -14.719 7.592
H -19.931 -14.646 6.758
C -28.233 -16.618 11.633
C -28.438 -15.098 11.747
O -28.723 -14.639 10.424
C -29.692 -13.748 10.276
O -30.444 -13.361 11.130
C -29.739 -13.183 8.799
F -30.703 -12.264 8.623
F -28.564 -12.640 8.576
F -29.868 -14.230 7.888
H -27.865 -16.830 10.689
H -29.272 -17.036 11.728
H -27.572 -17.031 12.402
H -27.599 -14.495 12.050
H -29.228 -14.792 12.383
C -22.985 -9.248 15.796
Cl -23.939 -8.919 14.339
Cl -22.504 -7.647 16.554
H -23.589 -9.758 16.528
H -22.088 -9.832 15.538
C -26.755 -10.685 10.390
Cl -26.085 -9.133 10.838
Cl -27.026 -11.685 11.879
H -27.697 -10.562 9.994
H -26.126 -11.334 9.834
C -24.341 -12.712 13.921
Cl -22.998 -12.544 15.026
Cl -25.901 -13.182 14.719
H -24.565 -11.727 13.472
H -24.180 -13.499 13.137
C -26.519 -17.266 6.263
Cl -27.150 -18.945 6.141
Cl -27.425 -16.237 7.410
H -25.520 -17.249 6.642
H -26.501 -16.796 5.251
C -19.184 -8.120 11.033
Cl -18.577 -6.847 12.134
Cl -18.050 -8.462 9.734
H -19.317 -9.066 11.510
H -19.978 -7.726 10.454
*
```

The following is a DFT calculation (ωB97M-V/def2-TZVPD) of a structure of composition C4Br3O2 at a distorted geometry.

* HOMO: -3.53 eV
* energy relative to the best compared isomer or geometry (same formula, charge and spin): 163.6 kJ/mol
* HOMO-LUMO gap: 6.51 eV
* F_max: 2.6 eV/Å

```
! RIJCOSX wB97M-V def2-TZVPD def2/J DEFGRID3
* xyz -1 1
C 1.128 -0.037 -0.021
C -0.135 0.883 0.032
C 1.213 -1.279 0.375
C -1.291 0.201 -0.122
O -0.074 2.103 0.201
O 1.123 -2.357 0.869
Br 2.669 0.794 -0.720
Br -2.937 1.271 0.025
Br -1.695 -1.580 -0.639
*
```

The following is a DFT calculation (ωB97M-V/def2-TZVPD) of a structure of composition C4F12KO12S4 at a distorted geometry.

* HOMO: -2.98 eV
* energy relative to the best compared isomer or geometry (same formula, charge and spin): 208.5 kJ/mol
* HOMO-LUMO gap: 7.90 eV
* F_max: 3.4 eV/Å

```
! RIJCOSX wB97M-V def2-TZVPD def2/J DEFGRID3
* xyz -3 1
K 15.857 -13.089 2.743
C 13.759 -6.845 2.603
F 12.988 -6.171 3.430
F 12.966 -7.650 1.893
F 14.430 -6.118 1.726
S 15.113 -7.766 3.632
O 16.126 -6.737 3.900
O 14.542 -8.336 4.854
O 15.630 -8.761 2.650
C 12.534 -17.873 -1.290
F 11.462 -18.571 -1.811
F 12.732 -18.297 -0.046
F 13.615 -17.994 -2.020
S 12.045 -16.045 -1.228
O 12.985 -15.315 -0.299
O 12.280 -15.623 -2.618
O 10.615 -16.036 -0.822
C 14.070 -18.215 6.854
F 13.535 -18.052 5.669
F 13.038 -18.121 7.743
F 14.661 -19.440 6.876
S 15.449 -16.916 7.277
O 15.120 -15.551 6.740
O 15.594 -16.965 8.749
O 16.596 -17.389 6.527
C 22.586 -14.622 3.442
F 22.605 -15.893 3.818
F 21.818 -13.969 4.322
F 23.798 -14.039 3.481
S 21.893 -14.640 1.609
O 22.914 -13.916 0.840
O 21.630 -16.043 1.294
O 20.607 -13.941 1.668
*
```

The following is a DFT calculation (ωB97M-V/def2-TZVPD) of a structure of composition C4F12Li2N2O8S4 at a distorted geometry.

* HOMO: -11.12 eV
* energy relative to the best compared isomer or geometry (same formula, charge and spin): 0.0 kJ/mol
* HOMO-LUMO gap: 10.49 eV
* F_max: 2.5 eV/Å

```
! RIJCOSX wB97M-V def2-TZVPD def2/J DEFGRID3
* xyz 0 1
Li -0.302 -0.850 0.096
Li 0.705 1.761 -0.768
C 2.389 0.309 -2.676
F 2.742 0.839 -1.497
F 2.001 1.302 -3.479
F 3.383 -0.355 -3.210
S 0.983 -0.844 -2.388
O 0.678 -1.500 -3.593
O 1.418 -1.624 -1.265
N -0.162 0.185 -1.625
S -1.500 0.127 -2.607
O -1.143 0.591 -3.906
O -2.251 -1.066 -2.490
C -2.466 1.515 -1.906
F -2.776 1.269 -0.632
F -1.720 2.618 -1.962
F -3.560 1.660 -2.629
C 2.593 -0.850 2.203
F 3.803 -0.324 2.304
F 2.514 -1.602 1.102
F 2.321 -1.584 3.264
S 1.375 0.524 2.128
O 1.469 1.166 3.377
O 1.711 1.329 0.948
N -0.017 -0.271 1.834
S -1.086 -0.018 3.058
O -0.701 -0.650 4.275
O -1.612 1.310 3.075
C -2.449 -1.048 2.365
F -3.391 -1.139 3.287
F -2.946 -0.500 1.267
F -2.006 -2.278 2.049
*
```

The following is a DFT calculation (ωB97M-V/def2-TZVPD) of a structure of composition C4F36N2O8P4S4V at a distorted geometry.

* HOMO (alpha / beta): 1.63 / -0.62 eV
* energy relative to the best compared isomer or geometry (same formula, charge and spin): 0.0 kJ/mol
* HOMO-LUMO gap (alpha / beta): 5.70 / 7.95 eV
* expectation value of S²: 3.751
* F_max: 3.8 eV/Å

```
! RIJCOSX wB97M-V def2-TZVPD def2/J DEFGRID3
* xyz -4 4
V -0.376 -0.411 0.074
P 1.385 -2.288 1.720
F 1.432 -0.810 0.943
F 2.585 -1.811 2.673
F 0.201 -1.734 2.696
F 1.188 -3.715 2.361
F 0.152 -2.570 0.650
F 2.489 -2.822 0.690
P -2.882 -2.085 -1.805
F -2.308 -3.551 -2.085
F -1.679 -1.803 -0.712
F -1.979 -1.296 -2.842
F -3.668 -0.736 -1.389
F -4.036 -2.397 -2.915
F -3.779 -2.744 -0.624
P -3.276 0.185 2.609
F -4.600 0.869 3.309
F -2.575 1.681 2.680
F -2.607 -0.208 4.000
F -2.001 -0.442 1.760
F -4.037 -1.231 2.517
F -3.989 0.626 1.205
P -1.027 2.219 -1.641
F -0.100 3.307 -2.382
F 0.323 1.433 -1.070
F -1.099 3.087 -0.286
F -1.826 1.113 -0.834
F -2.335 3.027 -2.197
F -0.815 1.339 -3.004
C 0.846 1.909 4.087
F -0.255 1.267 4.466
F 1.058 3.007 4.800
F 1.897 1.114 4.272
S 0.788 2.379 2.246
O 2.158 2.539 1.793
O 0.037 1.336 1.573
N -0.217 3.777 2.329
S 0.767 4.937 2.070
O 1.911 5.072 2.971
O 0.977 5.228 0.656
C -0.343 6.405 2.647
F -0.424 6.403 3.980
F 0.233 7.561 2.267
F -1.506 6.374 1.996
C 2.285 -4.947 -4.577
F 3.346 -5.446 -3.971
F 2.593 -3.923 -5.371
F 1.708 -5.903 -5.319
S 1.096 -4.416 -3.193
O -0.038 -3.796 -3.822
O 0.834 -5.610 -2.401
N 2.099 -3.387 -2.265
S 1.820 -1.852 -2.709
O 1.586 -1.535 -4.095
O 0.887 -1.258 -1.726
C 3.471 -1.005 -2.293
F 3.353 0.320 -2.177
F 3.903 -1.447 -1.115
F 4.370 -1.332 -3.221
*
```

The following is a DFT calculation (ωB97M-V/def2-TZVPD) of a cluster of 2 separate species, C4H10 in total at a distorted geometry.

* SMILES: C=CC.C
* HOMO: -9.60 eV
* energy relative to the best compared isomer or geometry (same formula, charge and spin): 177.4 kJ/mol
* HOMO-LUMO gap: 10.63 eV
* F_max: 2.6 eV/Å

```
! RIJCOSX wB97M-V def2-TZVPD def2/J DEFGRID3
* xyz 0 1
C -2.845 1.800 1.623
C -1.554 1.507 1.806
C -0.831 0.654 0.771
H -3.406 2.131 2.492
H -3.411 1.400 0.799
H -0.864 1.909 2.560
H -0.269 1.304 0.092
H -0.428 -0.136 1.404
H -1.510 0.128 0.066
C 3.073 -2.109 -2.365
H 2.799 -1.639 -1.405
H 3.971 -2.696 -2.107
H 2.945 -1.354 -3.108
H 2.332 -2.900 -2.630
*
```

The following is a DFT calculation (ωB97M-V/def2-TZVPD) of a structure of composition C4H10AsClO2 at a distorted geometry.

* HOMO: 1.01 eV
* HOMO-LUMO gap: 5.08 eV
* F_max: 6.3 eV/Å

```
! RIJCOSX wB97M-V def2-TZVPD def2/J DEFGRID3
* xyz -2 1
C 2.116 -0.578 0.187
C 1.491 0.900 -0.037
C 0.051 0.788 -0.768
Cl 0.262 -0.377 -2.175
As -1.440 0.321 0.546
C -1.983 -1.382 -0.411
O -2.774 -1.439 -1.426
O -1.478 -2.578 0.115
H 1.311 -1.355 0.439
H 2.871 -0.546 1.059
H 2.699 -0.933 -0.735
H 1.434 1.501 0.937
H 2.216 1.433 -0.741
H -0.180 1.845 -1.174
H -0.389 -0.411 1.444
H -1.142 1.651 1.370
H -2.512 1.146 -0.249
H -2.554 0.015 1.619
*
```

The following is a DFT calculation (ωB97M-V/def2-TZVPD) of a structure of composition C4H10BF2HfNO2S at a distorted geometry.

* HOMO: -18.46 eV
* energy relative to the best compared isomer or geometry (same formula, charge and spin): 80.3 kJ/mol
* HOMO-LUMO gap: 8.71 eV
* F_max: 3.0 eV/Å

```
! RIJCOSX wB97M-V def2-TZVPD def2/J DEFGRID3
* xyz 2 1
Hf -0.017 -0.440 0.219
N -1.543 -1.198 1.910
C -2.512 -1.916 1.021
C -2.692 -1.224 -0.369
O -3.729 -1.165 -0.931
O -1.530 -0.779 -0.868
H -1.361 -1.830 2.703
H -2.057 -0.408 2.339
H -3.509 -1.993 1.476
H -2.138 -2.932 0.827
F -1.296 1.648 0.745
B -0.040 1.805 0.105
F 0.137 3.034 -0.225
C 0.252 -3.033 -1.997
S 0.805 -3.016 -0.253
C 2.609 -3.003 -0.548
H 0.357 -4.052 -2.368
H 0.871 -2.364 -2.600
H -0.798 -2.745 -2.065
H 2.866 -2.264 -1.308
H 2.894 -3.998 -0.895
H 3.131 -2.797 0.384
*
```